Here is a structure of composition C21H30N4OS4W from the Open Molecules 2025 dataset. Energies are from wB97M-V/def2-TZVPD.

XYZ file:
```
61
Properties=species:S:1:pos:R:3
W -1.1298 -0.1935 0.3308
C 2.3295 0.4693 0.4574
C 2.3349 -1.0379 0.6272
S 0.8829 -1.6539 -0.2733
C 0.5739 -3.3247 0.3649
C -0.8356 -3.6903 -0.0614
S -2.0641 -2.4320 0.4443
C -2.4508 -2.8118 2.1947
C -1.4426 -2.2704 3.1947
S -1.0528 -0.5794 2.6564
C 0.4135 0.0518 3.5236
C 0.8152 1.3240 2.7953
S 0.7403 1.2139 0.9661
H 2.4597 0.7645 -0.5852
H 3.1131 0.9554 1.0412
H 2.2961 -1.3538 1.6683
H 3.2256 -1.4654 0.1625
H 0.7169 -3.3495 1.4438
H 1.2920 -4.0027 -0.1008
H -1.1619 -4.6419 0.3618
H -0.9279 -3.7628 -1.1461
H -2.5509 -3.8956 2.2782
H -3.4400 -2.3793 2.3494
H -0.5210 -2.8475 3.2493
H -1.8867 -2.2189 4.1903
H 1.1832 -0.7182 3.5262
H 0.1337 0.2762 4.5543
H 1.8286 1.6312 3.0600
H 0.1473 2.1505 3.0400
C -5.4705 3.2001 -0.3011
N -4.0834 2.7461 -0.0295
C -3.1181 3.8177 0.2613
C -3.8013 1.5019 -0.0454
O -2.5952 1.0245 0.2185
H -5.4455 3.8735 -1.1557
H -5.8288 3.7350 0.5769
H -6.1110 2.3480 -0.5105
H -3.1372 4.5218 -0.5692
H -2.1207 3.4112 0.3861
H -3.4413 4.3311 1.1661
H -4.5811 0.7812 -0.2736
N -2.9445 -3.1940 -9.8456
C -2.6489 -2.7018 -8.8519
C -2.2789 -2.0978 -7.6025
C -0.9666 -1.6708 -7.3996
C -0.6065 -1.0977 -6.1920
C -1.5747 -0.9579 -5.2104
C -2.8880 -1.3624 -5.3964
C -3.2394 -1.9419 -6.6029
N -1.1987 -0.3574 -3.9464
C -0.4513 0.7934 -3.7938
C -0.3381 1.0093 -2.4628
N -1.0146 -0.0035 -1.7849
C -1.5173 -0.8084 -2.7418
H -0.2331 -1.7954 -8.1842
H 0.4166 -0.7846 -6.0263
H -3.6417 -1.1978 -4.6362
H -4.2571 -2.2589 -6.7835
H -0.0950 1.3567 -4.6406
H 0.1490 1.8251 -1.9547
H -2.0954 -1.7053 -2.5841
```

Output
Molecular weight in g/mol: 666.606
Multiplicity: 1
Energy relative to the best compared isomer or geometry (same formula, charge and spin) in kcal per mole: 0.0
E in eV: -75399.1239
Total charge: +4
LUMO energy in eV: -14.04

These are the Mulliken partial charges, in e, on atoms 1 to 5: 1.21, -0.87, -0.60, 0.15, -0.59